A:
Entry from the Open Molecules 2025 dataset: 2 unconnected molecules or ions with the total composition C3H7N (the ωB97M-V functional and the def2-TZVPD basis).

Values from the calculation:
SMILES string ... C=C.C=N
Highest occupied orbital energy ... -10.0 eV
M ... 57.10 g mol⁻¹

Positions of all 11 atoms, in Å:
C -0.153 2.085 -5.514
C -0.664 1.180 -4.641
H 0.089 3.099 -5.177
H -0.269 2.099 -6.536
H -0.812 1.060 -3.571
H -0.811 0.200 -5.048
C 0.851 -2.053 5.912
N -0.335 -1.581 6.196
H 1.223 -1.661 4.886
H 1.669 -2.661 6.393
H -0.788 -1.766 7.100

Here are the Mulliken charges for atoms 1 to 8, given in e: -0.508, -0.450, 0.216, 0.276, 0.268, 0.197, -0.176, -0.467



B:
Entry from the Open Molecules 2025 dataset: a single C3H7N molecule (the ωB97M-V functional and the def2-TZVPD basis).

Values from the calculation:
SMILES string ... CN1CC1
Highest occupied orbital energy ... -9.3 eV
M ... 57.10 g mol⁻¹

Positions of all 11 atoms, in Å:
C -1.067 -0.259 0.860
N -0.185 -0.611 -0.257
C 0.271 0.460 -1.108
C 1.159 -0.187 -0.155
H -0.837 -1.000 1.613
H -0.832 0.728 1.257
H -2.153 -0.355 0.641
H -0.093 1.477 -0.908
H 0.272 0.195 -2.192
H 1.540 0.468 0.642
H 1.926 -0.915 -0.394

Here are the Mulliken charges for atoms 1 to 8, given in e: -0.749, -0.303, -0.270, -0.405, 0.290, 0.311, 0.252, 0.224



Stability check: which of them is least stable? A.



A:
Entry from the Open Molecules 2025 dataset: a molecular structure, C4H10ClNSi (the ωB97M-V functional and the def2-TZVPD basis).

Values from the calculation:
Highest occupied orbital energy ... -8.8 eV
M ... 135.67 g mol⁻¹

Positions of all 17 atoms, in Å:
C -1.253 2.720 0.624
C -0.777 1.577 1.085
C -1.185 -2.376 -0.318
C 2.324 0.314 -0.196
N 0.025 -1.686 0.127
Si 0.418 -0.030 -0.368
Cl -0.340 0.360 -2.208
H -1.686 3.621 1.213
H -1.328 2.975 -0.433
H -0.539 1.556 2.069
H -1.074 -3.174 -1.063
H -1.582 -2.800 0.638
H -1.952 -1.744 -0.794
H 2.441 1.180 0.461
H 2.852 -0.689 0.047
H 2.812 0.504 -1.172
H 0.844 -2.308 0.289

Here are the Mulliken charges for atoms 1 to 8, given in e: -0.524, -0.477, -0.850, -1.012, -0.240, 0.584, -0.275, 0.209



B:
Entry from the Open Molecules 2025 dataset: 2 unconnected molecules or ions with the total composition C4H10ClNSi (the ωB97M-V functional and the def2-TZVPD basis).

Values from the calculation:
Highest occupied orbital energy (spin up / spin down) ... -8.9 / -7.2 eV
M ... 135.67 g mol⁻¹

Positions of all 17 atoms, in Å:
C -1.795 -2.085 -0.012
C -1.103 -1.024 -0.242
C -3.236 -1.955 0.401
C 1.815 2.645 -0.551
N 2.729 1.477 -0.366
Si 2.063 0.160 0.428
Cl 3.392 -1.308 0.077
H -1.336 -3.048 0.145
H -1.534 -0.023 -0.375
H -3.322 -0.886 0.602
H -3.358 -2.499 1.441
H -4.045 -2.233 -0.305
H 0.884 2.427 -0.019
H 2.342 3.452 -0.108
H 1.520 2.832 -1.653
H 3.111 1.411 -1.305
H 1.872 0.657 1.840

Here are the Mulliken charges for atoms 1 to 8, given in e: 0.125, -0.647, -0.847, -0.750, -0.204, 0.220, -0.233, 0.308



Stability check: which of them is least stable? B.



A:
Entry from the Open Molecules 2025 dataset: a molecular structure, C2H6N5S (the ωB97M-V functional and the def2-TZVPD basis).

Values from the calculation:
Highest occupied orbital energy ... -12.9 eV
Net charge ... +1
M ... 132.17 g mol⁻¹

Positions of all 14 atoms, in Å:
C 1.994 0.164 0.073
C -0.844 0.006 -0.070
N 1.204 1.210 0.243
N 0.995 -1.392 0.515
N -0.241 1.171 0.355
N -0.297 -1.168 0.103
N -2.103 0.115 -0.584
S 3.480 -0.011 -0.326
H 1.412 1.938 0.907
H 1.567 -2.123 0.088
H -0.761 1.907 -0.083
H -1.021 -1.841 -0.097
H -2.798 0.613 -0.007
H -2.586 -0.590 -1.117

Here are the Mulliken charges for atoms 1 to 8, given in e: 0.409, 0.533, -0.110, -0.694, -0.212, 0.159, -0.510, -0.208



B:
Entry from the Open Molecules 2025 dataset: 2 unconnected molecules or ions with the total composition C2H6N5S (the ωB97M-V functional and the def2-TZVPD basis).

Values from the calculation:
Highest occupied orbital energy ... -12.5 eV
Net charge ... +1
M ... 132.17 g mol⁻¹

Positions of all 14 atoms, in Å:
C -2.374 -0.450 0.398
C 0.569 0.702 0.273
N -0.190 1.279 -0.510
N -1.683 -1.437 0.391
N 1.186 1.164 1.326
N 0.712 -0.564 -0.300
N 1.478 -0.958 -1.172
S -3.340 0.804 0.562
H -0.805 1.159 -1.348
H 1.817 0.719 2.066
H 0.825 2.033 1.687
H 1.228 -1.674 -2.030
H 2.236 -0.320 -1.524
H -1.658 -2.456 0.181

Here are the Mulliken charges for atoms 1 to 8, given in e: 0.306, 0.517, -0.469, -0.359, -0.407, 0.131, -0.318, -0.228



Stability check: which of them is least stable? B.



A:
Entry from the Open Molecules 2025 dataset: a molecular structure, C11H12NO2 (the ωB97M-V functional and the def2-TZVPD basis).

Values from the calculation:
Spin multiplicity ... 2
Highest occupied orbital energy (spin up / spin down) ... -8.7 / -8.7 eV
M ... 190.22 g mol⁻¹

Positions of all 26 atoms, in Å:
C 2.189 -2.239 -1.567
C -0.065 -0.296 0.688
C 1.070 -1.139 0.599
C 1.282 -1.369 -0.762
C 0.180 -0.696 -1.420
C -0.402 0.338 1.860
C 0.375 0.139 2.994
C 1.427 -0.795 2.945
C 1.804 -1.412 1.778
N -0.555 -0.006 -0.604
H -1.248 1.005 1.946
H 0.172 0.572 3.963
H -1.855 0.212 -0.751
H 2.001 -1.012 3.838
H -0.082 -0.707 -2.469
H 2.621 -2.121 1.818
H 2.352 -1.793 -2.545
H 1.637 -3.158 -1.782
H 3.095 -2.448 -1.019
C -1.793 2.755 -1.649
C -2.881 1.963 -0.924
O -3.759 2.631 -0.401
O -2.892 0.657 -0.970
H -1.579 3.678 -1.115
H -2.176 3.103 -2.613
H -0.917 2.136 -1.839

Here are the Mulliken charges for atoms 1 to 8, given in e: -1.360, -0.014, 0.615, 0.462, -0.412, -0.224, -0.684, -0.409



B:
Entry from the Open Molecules 2025 dataset: 2 unconnected molecules or ions with the total composition C11H12NO2 (the ωB97M-V functional and the def2-TZVPD basis).

Values from the calculation:
Spin multiplicity ... 2
Highest occupied orbital energy (spin up / spin down) ... -8.1 / -7.9 eV
M ... 190.22 g mol⁻¹

Positions of all 26 atoms, in Å:
C -3.863 -0.217 -0.208
C -0.210 0.728 0.107
C -1.410 0.171 0.823
C -2.330 0.016 -0.233
C -1.779 0.303 -1.497
C 0.933 1.081 0.866
C 0.828 1.164 2.166
C -0.299 0.652 2.788
C -1.397 0.009 2.149
N -0.485 0.787 -1.231
H 1.950 1.317 0.474
H 1.484 1.649 2.884
H 0.155 1.157 -2.051
H -0.298 0.514 3.947
H -2.305 0.324 -2.401
H -2.210 -0.400 2.876
H -4.026 -0.279 0.772
H -4.390 -1.002 -0.990
H -4.205 0.780 -0.520
C 1.713 -2.123 -0.977
C 2.477 -0.888 -1.214
O 3.651 -0.876 -0.810
O 1.918 -0.022 -1.980
H 1.201 -2.678 -1.826
H 0.931 -2.203 -0.213
H 2.585 -2.876 -0.637

Here are the Mulliken charges for atoms 1 to 8, given in e: -1.461, -0.367, 1.094, 0.486, -0.772, -0.081, -0.798, -0.208



Stability check: which of them is least stable? B.



A:
Entry from the Open Molecules 2025 dataset: 2 unconnected molecules or ions with the total composition C4H12NO (the ωB97M-V functional and the def2-TZVPD basis).

Values from the calculation:
Highest occupied orbital energy ... -13.6 eV
Net charge ... +1
M ... 90.15 g mol⁻¹

Positions of all 18 atoms, in Å:
C -0.371 0.495 -1.198
C 1.091 0.559 -1.692
C 2.177 0.257 -0.654
C 2.664 0.964 0.308
N -0.365 0.944 0.294
H -0.607 -0.590 -1.203
H -1.045 1.260 -1.801
H 1.252 1.750 -1.886
H 1.169 -0.066 -2.593
H 2.441 -0.859 -0.665
H 2.273 1.858 0.744
H 3.644 0.510 0.712
H -0.201 2.126 0.210
H -3.963 -3.122 3.159
H -1.270 0.929 0.771
H 0.487 0.491 0.715
H -5.016 -4.107 2.578
O -4.360 -3.400 2.203

Here are the Mulliken charges for atoms 1 to 8, given in e: -0.575, -0.380, -0.322, -0.548, -0.393, 0.373, 0.320, 0.280



B:
Entry from the Open Molecules 2025 dataset: 2 unconnected molecules or ions with the total composition C4H12NO (the ωB97M-V functional and the def2-TZVPD basis).

Values from the calculation:
Highest occupied orbital energy (spin up / spin down) ... -12.7 / -11.4 eV
Net charge ... +1
M ... 90.15 g mol⁻¹

Positions of all 18 atoms, in Å:
C 1.667 -0.423 -0.961
C 1.770 1.486 0.573
C -2.228 0.995 -0.129
C -2.503 -0.282 0.547
N 1.206 0.135 0.202
O -1.526 -1.285 0.367
H 1.864 0.462 -1.617
H 2.644 -0.988 -0.870
H 0.941 -1.290 -1.367
H 2.726 1.276 1.049
H 2.081 1.926 -0.381
H 1.112 2.123 1.059
H -1.442 0.958 -0.910
H -2.960 1.913 0.165
H -2.594 0.121 1.569
H -3.460 -0.767 0.124
H 1.112 -0.449 1.046
H -1.889 -2.192 0.139

Here are the Mulliken charges for atoms 1 to 8, given in e: -0.760, -0.910, -0.235, -0.136, -0.102, -0.456, 0.282, 0.329



C:
Entry from the Open Molecules 2025 dataset: 3 unconnected molecules or ions with the total composition C4H12NO (the ωB97M-V functional and the def2-TZVPD basis).

Values from the calculation:
Highest occupied orbital energy ... -14.6 eV
Net charge ... +1
M ... 90.15 g mol⁻¹

Positions of all 18 atoms, in Å:
C -0.177 0.769 -1.718
C 1.009 1.048 -0.846
C 1.799 -0.152 -0.397
C 0.847 0.701 0.608
O -0.680 -1.572 0.080
N -2.017 -0.252 1.931
H 0.145 0.620 -2.749
H -0.687 -0.158 -1.369
H -0.905 1.581 -1.653
H 1.587 1.932 -1.086
H 1.531 -1.181 -0.567
H 2.872 -0.008 -0.317
H -0.021 0.168 0.952
H 1.344 1.344 1.323
H -0.894 -2.519 -0.120
H -2.974 0.013 1.706
H -1.580 -0.866 1.234
H -1.984 -0.554 2.893

Here are the Mulliken charges for atoms 1 to 8, given in e: -1.020, 0.310, -0.434, 0.011, -0.566, -0.418, 0.352, 0.254



D:
Entry from the Open Molecules 2025 dataset: a gas-phase ion, C4H12NO (charge +1) (the ωB97M-V functional and the def2-TZVPD basis).

Values from the calculation:
SMILES string ... C[NH2+][C@H](C)CO
Highest occupied orbital energy ... -14.7 eV
Net charge ... +1
M ... 90.15 g mol⁻¹

Positions of all 18 atoms, in Å:
C -0.232 -1.154 -2.032
N 0.129 -0.856 -0.579
C -0.430 0.367 0.127
C 0.629 1.528 -0.043
C -0.421 -0.077 1.593
O -0.345 1.089 2.384
H 0.234 -2.123 -2.341
H -1.238 -1.613 -2.115
H -0.008 -0.240 -2.654
H -0.258 -1.670 -0.197
H 1.145 -0.809 -0.676
H -1.357 0.692 -0.300
H 0.101 2.358 0.211
H 1.272 1.364 -0.909
H 1.292 1.468 0.700
H 0.516 -0.737 1.863
H -1.341 -0.593 1.882
H 0.313 1.006 3.085

Here are the Mulliken charges for atoms 1 to 8, given in e: -0.952, -0.237, 0.418, -1.531, -0.731, -0.507, 0.385, 0.363



Stability check: which of them is least stable? C.



A:
Entry from the Open Molecules 2025 dataset: 2 unconnected molecules or ions with the total composition C4H12NO (the ωB97M-V functional and the def2-TZVPD basis).

Values from the calculation:
Highest occupied orbital energy ... -15.8 eV
Net charge ... +1
M ... 90.15 g mol⁻¹

Positions of all 18 atoms, in Å:
C 2.066 -0.444 -1.250
C 0.943 -0.454 -0.173
C 0.380 0.977 -0.204
C -0.992 0.128 1.787
N -0.687 1.071 0.935
H 1.938 0.277 -2.058
H 2.944 -0.072 -0.746
H 2.326 -1.482 -1.619
H 0.125 -1.134 -0.298
H 1.600 -0.509 0.666
H 1.009 1.764 0.162
H -0.290 1.390 -0.994
H -0.513 -0.830 1.602
H -1.779 0.297 2.495
H -1.070 2.016 1.143
H -2.548 -1.532 -1.113
H -3.037 -0.417 -0.061
O -2.415 -1.045 -0.274

Here are the Mulliken charges for atoms 1 to 8, given in e: -1.234, -0.537, -0.265, -0.360, -0.043, 0.341, 0.382, 0.302



B:
Entry from the Open Molecules 2025 dataset: a gas-phase ion, C4H12NO (charge +1) (the ωB97M-V functional and the def2-TZVPD basis).

Values from the calculation:
SMILES string ... [NH3+]CCCCO
Highest occupied orbital energy ... -14.8 eV
Net charge ... +1
M ... 90.15 g mol⁻¹

Positions of all 18 atoms, in Å:
N 1.589 -0.687 0.015
C 0.662 -1.093 1.118
C -0.682 -0.330 1.008
C -1.200 -0.102 -0.430
C -0.863 1.209 -1.032
O 0.499 1.561 -0.692
H 1.205 -0.967 -0.886
H 2.483 -1.098 0.228
H 1.704 0.332 -0.016
H 0.665 -2.182 1.204
H 1.038 -0.650 2.023
H -1.465 -0.821 1.602
H -0.598 0.617 1.540
H -2.268 -0.158 -0.319
H -1.029 -0.958 -1.110
H -1.014 1.089 -2.117
H -1.535 2.030 -0.810
H 0.810 2.207 -1.325

Here are the Mulliken charges for atoms 1 to 8, given in e: -0.221, -0.719, -0.578, -0.787, -0.423, -0.540, 0.312, 0.369



Stability check: which of them is least stable? A.



A:
Entry from the Open Molecules 2025 dataset: a molecular structure, C8H12NP (the ωB97M-V functional and the def2-TZVPD basis).

Values from the calculation:
Highest occupied orbital energy ... -7.0 eV
M ... 153.17 g mol⁻¹

Positions of all 22 atoms, in Å:
C 1.771 -0.199 -0.111
C 1.093 0.978 -0.100
C 0.915 -1.265 -0.213
C -0.247 0.654 -0.286
C -3.075 -1.847 0.540
C 1.547 2.349 0.003
C 1.117 -2.747 -0.149
C -1.494 1.549 -0.290
N -0.345 -0.708 -0.381
P -2.120 -2.010 -0.775
H 2.746 -0.538 0.180
H -4.023 -2.346 0.348
H -3.018 -1.169 1.338
H 1.889 2.606 0.966
H 2.338 2.657 -0.831
H 0.632 2.855 -0.269
H 0.200 -3.014 -0.566
H 1.839 -3.141 -0.837
H 1.210 -3.195 0.891
H -1.732 1.610 -1.434
H -2.444 1.023 0.127
H -1.415 2.600 0.020

Here are the Mulliken charges for atoms 1 to 8, given in e: -1.043, 1.006, 0.594, 0.090, -0.451, -1.171, -1.014, -1.251



B:
Entry from the Open Molecules 2025 dataset: 2 unconnected molecules or ions with the total composition C8H12NP (the ωB97M-V functional and the def2-TZVPD basis).

Values from the calculation:
Highest occupied orbital energy (spin up / spin down) ... -8.2 / -8.2 eV
M ... 153.17 g mol⁻¹

Positions of all 22 atoms, in Å:
C -1.809 -0.078 -2.887
C -1.967 -1.229 -2.105
C -0.980 1.000 -2.605
C -1.223 -1.123 -0.921
C -0.265 1.059 -1.365
C -0.362 -0.054 -0.569
C 1.276 1.272 1.550
C 2.066 -1.255 0.523
N -0.517 -2.040 2.880
P 0.525 -0.325 1.023
H -2.522 0.027 -3.845
H -2.820 -1.938 -2.113
H -1.030 1.933 -3.239
H -1.403 -1.793 -0.045
H 0.202 2.039 -0.988
H 0.563 2.047 1.383
H 1.243 1.043 2.640
H 2.228 1.610 1.101
H 2.609 -1.604 1.470
H 1.731 -2.098 -0.054
H 2.768 -0.549 0.140
H -0.154 -2.796 2.270

Here are the Mulliken charges for atoms 1 to 8, given in e: -0.101, -0.662, -0.466, -0.317, -0.039, 0.360, -1.281, -1.074



Stability check: which of them is least stable? B.



A:
Entry from the Open Molecules 2025 dataset: 2 unconnected molecules or ions with the total composition C5H11NO (the ωB97M-V functional and the def2-TZVPD basis).

Values from the calculation:
Spin multiplicity ... 2
Highest occupied orbital energy (spin up / spin down) ... -0.3 / -3.3 eV
Net charge ... -1
M ... 101.15 g mol⁻¹

Positions of all 18 atoms, in Å:
C -1.915 0.014 -0.840
C -0.543 0.185 -1.515
C 0.623 -0.030 -0.587
C 1.859 0.410 -0.954
C 1.190 -1.817 0.791
N 0.419 -0.725 0.607
H -2.679 -0.069 -1.614
H -1.901 -0.768 -0.082
H -2.147 0.901 -0.238
H -0.533 1.172 -1.977
H -0.404 -0.627 -2.238
H 2.024 0.965 -1.876
H 2.777 0.108 -0.467
H 0.766 -2.638 1.380
H 2.055 -2.157 0.220
H -0.785 0.674 1.885
H -0.450 1.896 2.698
O -1.083 1.586 2.055

Here are the Mulliken charges for atoms 1 to 8, given in e: -1.206, -0.320, 0.490, -1.189, -0.933, -0.342, 0.369, 0.353



B:
Entry from the Open Molecules 2025 dataset: 2 unconnected molecules or ions with the total composition C5H11NO (the ωB97M-V functional and the def2-TZVPD basis).

Values from the calculation:
Spin multiplicity ... 2
Highest occupied orbital energy (spin up / spin down) ... 1.2 / -4.5 eV
Net charge ... -1
M ... 101.15 g mol⁻¹

Positions of all 18 atoms, in Å:
C 1.123 -0.734 -2.118
C 0.655 -0.872 -0.870
N -0.599 -0.467 -0.449
C -1.021 -0.907 0.864
C 0.437 -0.138 2.791
C -0.542 0.044 1.923
H 0.833 0.045 -2.795
H 1.950 -1.383 -2.375
H 1.231 -1.374 -0.098
H -1.282 -0.402 -1.177
H -2.104 -1.020 0.834
H -0.550 -1.870 1.121
H 0.704 0.656 3.476
H 1.029 -1.042 2.859
H -0.939 1.043 1.766
H 0.367 2.577 -2.401
H 0.164 2.899 -0.905
O -0.160 2.322 -1.622

Here are the Mulliken charges for atoms 1 to 8, given in e: -1.065, -0.255, -0.385, -0.931, -0.619, -0.529, 0.533, 0.285



Stability check: which of them is least stable? B.